{
  "formula": "C23H29N3O2S2",
  "method": "ωB97M-V/def2-TZVPD",
  "gap_ev": 8.776,
  "molar_mass_g_mol": 443.6,
  "spin_multiplicity": 1,
  "fmax_ev_per_a": 0.79,
  "homo_ev": -8.1747,
  "e_above_lowest_kcal_mol": 2.20,
  "smiles": "CCCCSCCCNC(=O)CCCN1C(=O)c2ccccc2Sc2ncccc21",
  "symbols": ["C", "C", "C", "C", "S", "C", "C", "C", "N", "C", "O", "C", "C", "C", "N", "C", "O", "C", "C", "C", "C", "C", "C", "S", "C", "N", "C", "C", "C", "C", "H", "H", "H", "H", "H", "H", "H", "H", "H", "H", "H", "H", "H", "H", "H", "H", "H", "H", "H", "H", "H", "H", "H", "H", "H", "H", "H", "H", "H"],
  "coordinates": [[2.983, -2.707, 1.441], [2.456, -3.107, 2.815], [1.957, -1.918, 3.636], [0.642, -1.353, 3.125], [-0.737, -2.519, 3.411], [-1.999, -1.768, 2.333], [-1.770, -2.100, 0.868], [-2.907, -1.570, -0.007], [-2.538, -1.613, -1.403], [-2.489, -0.521, -2.191], [-2.857, 0.581, -1.838], [-1.976, -0.789, -3.600], [-1.083, 0.356, -4.073], [0.258, 0.387, -3.342], [0.209, 0.965, -2.001], [0.740, 0.219, -0.987], [0.990, -0.967, -1.123], [1.147, 0.927, 0.262], [2.485, 0.855, 0.635], [2.905, 1.409, 1.831], [1.991, 2.019, 2.674], [0.656, 2.090, 2.316], [0.241, 1.549, 1.110], [-1.468, 1.637, 0.613], [-1.125, 2.665, -0.798], [-1.699, 3.842, -0.731], [-1.510, 4.724, -1.694], [-0.679, 4.465, -2.770], [-0.079, 3.221, -2.851], [-0.298, 2.263, -1.860], [2.204, -2.269, 0.822], [3.371, -3.580, 0.922], [3.789, -1.982, 1.542], [1.641, -3.824, 2.704], [3.258, -3.599, 3.370], [1.823, -2.228, 4.674], [2.703, -1.118, 3.614], [0.693, -1.161, 2.056], [0.390, -0.427, 3.644], [-1.990, -0.691, 2.502], [-2.948, -2.178, 2.677], [-0.832, -1.657, 0.528], [-1.686, -3.183, 0.754], [-3.816, -2.161, 0.154], [-3.121, -0.526, 0.229], [-2.159, -2.485, -1.740], [-2.849, -0.857, -4.255], [-1.436, -1.736, -3.644], [-0.883, 0.242, -5.140], [-1.614, 1.297, -3.921], [0.636, -0.631, -3.212], [0.992, 0.944, -3.935], [3.184, 0.353, -0.017], [3.947, 1.355, 2.109], [2.316, 2.439, 3.614], [-0.071, 2.560, 2.959], [-2.035, 5.662, -1.582], [-0.509, 5.206, -3.535], [0.559, 2.993, -3.691]],
  "forces_ev_per_angstrom": [[-0.1, -0.1, 0.2], [0.2, 0.1, 0.1], [-0.1, -0.3, -0.1], [-0.4, -0.1, 0.1], [0.0, 0.1, 0.0], [0.4, -0.4, 0.1], [-0.2, 0.2, 0.0], [0.0, 0.0, 0.2], [0.0, -0.3, 0.2], [0.1, -0.5, -0.4], [-0.3, 0.4, -0.1], [0.0, 0.4, 0.0], [0.0, -0.1, 0.2], [0.0, -0.2, -0.5], [-0.1, -0.2, -0.2], [0.1, 0.0, 0.1], [0.1, -0.1, 0.1], [0.1, 0.0, 0.4], [-0.1, 0.0, -0.1], [0.1, 0.0, 0.0], [0.0, 0.0, 0.1], [0.1, 0.0, 0.0], [-0.4, 0.0, -0.1], [0.6, -0.2, 0.0], [0.0, -0.3, 0.1], [-0.3, 0.2, 0.3], [0.2, 0.2, -0.3], [-0.1, -0.1, 0.1], [0.0, -0.1, 0.2], [-0.2, 0.8, 0.0], [-0.1, 0.1, -0.1], [0.1, 0.0, -0.1], [0.1, 0.1, 0.0], [0.0, -0.1, 0.0], [0.0, -0.1, 0.0], [0.1, 0.1, 0.1], [0.0, 0.0, 0.1], [0.1, 0.1, -0.1], [0.1, 0.0, -0.1], [-0.1, 0.0, 0.0], [-0.1, 0.1, 0.0], [0.0, 0.0, 0.0], [0.1, 0.0, 0.0], [0.0, 0.1, 0.0], [0.0, -0.2, 0.0], [0.0, 0.2, -0.1], [0.0, -0.1, 0.0], [0.0, -0.1, 0.0], [0.0, 0.0, 0.0], [0.0, 0.0, -0.1], [0.0, 0.2, -0.1], [0.0, -0.1, 0.1], [0.1, -0.1, 0.0], [0.1, 0.0, 0.0], [0.0, 0.0, 0.1], [-0.1, 0.1, 0.1], [0.0, 0.1, -0.1], [0.0, 0.1, -0.1], [0.0, 0.0, -0.1]],
  "mulliken_charge": [-0.836, -0.421, -0.951, 0.771, -0.186, -0.560, 0.543, -1.030, -0.101, 0.440, -0.631, -0.717, -0.673, -1.135, 0.561, -0.193, -0.712, 0.030, -0.457, -1.001, -0.482, -0.976, 1.502, -0.437, 0.886, -0.739, -0.659, -0.576, -0.525, 0.646, 0.063, 0.435, 0.239, 0.308, 0.347, 0.356, 0.314, -0.929, 0.425, 0.120, 0.460, -0.502, 0.439, 0.294, 0.362, 0.271, 0.349, 0.423, 0.430, 0.346, 0.464, 0.445, 0.561, 0.441, 0.420, 0.488, 0.407, 0.430, 0.414]
}

{
  "formula": "C4H7NO",
  "method": "ωB97M-V/def2-TZVPD",
  "gap_ev": [7.757, 8.007],
  "molar_mass_g_mol": 85.1,
  "spin_multiplicity": 1,
  "fmax_ev_per_a": 1.17,
  "homo_ev": [-7.7591, -7.6651],
  "e_above_lowest_kcal_mol": 103.88,
  "symbols": ["C", "N", "C", "C", "C", "O", "H", "H", "H", "H", "H", "H", "H"],
  "coordinates": [[2.291, 0.038, -0.734], [0.955, -0.319, -1.150], [-2.144, 0.635, 1.271], [0.057, -0.307, -0.243], [-1.299, -0.713, -0.446], [-2.230, -0.321, 0.399], [2.646, 0.868, -1.355], [2.973, -0.803, -0.900], [2.358, 0.339, 0.326], [-2.972, 0.708, 1.958], [-1.288, 1.296, 1.281], [0.296, -0.024, 0.802], [-1.643, -1.396, -1.209]],
  "forces_ev_per_angstrom": [[0.2, 0.1, 0.0], [0.0, -0.1, 0.0], [0.2, 0.8, 0.8], [-0.4, -0.1, 0.2], [0.9, 0.1, -0.2], [-0.8, -0.8, -0.4], [0.0, -0.1, 0.1], [-0.1, 0.1, 0.0], [0.0, -0.1, -0.2], [0.0, 0.0, -0.1], [-0.2, -0.1, 0.0], [0.0, 0.1, -0.2], [0.0, 0.1, 0.1]],
  "mulliken_charge": [-0.648, -0.450, -0.508, -0.016, -0.180, -0.268, 0.222, 0.236, 0.300, 0.277, 0.333, 0.298, 0.403]
}

{
  "formula": "C35H29CoN5O3S3",
  "method": "ωB97M-V/def2-TZVPD",
  "gap_ev": [5.746, 5.779],
  "molar_mass_g_mol": 722.8,
  "total_charge": -2,
  "spin_multiplicity": 4,
  "fmax_ev_per_a": 2.04,
  "homo_ev": [-1.2817, -1.3159],
  "e_above_lowest_kcal_mol": 0.00,
  "symbols": ["Co", "C", "C", "C", "C", "C", "C", "C", "C", "N", "C", "O", "C", "C", "C", "C", "C", "N", "C", "O", "N", "C", "C", "C", "C", "C", "C", "C", "C", "H", "H", "H", "H", "H", "H", "H", "H", "H", "H", "H", "H", "H", "H", "H", "H", "H", "H", "H", "H", "H", "S", "C", "N", "C", "C", "C", "C", "C", "C", "S", "H", "H", "H", "H", "O", "N", "C", "C", "C", "C", "C", "S", "H", "H", "H", "H"],
  "coordinates": [[0.046, 0.555, -0.028], [2.836, -1.783, 2.597], [1.810, -2.684, 1.950], [1.848, -4.050, 2.499], [1.278, -5.167, 2.045], [0.305, -5.137, 0.901], [-0.709, -2.755, -0.888], [-2.155, -2.638, -1.244], [1.030, -2.185, 0.940], [1.356, -0.989, 0.286], [2.630, -0.716, -0.059], [3.609, -1.453, -0.125], [2.821, 0.766, -0.389], [4.049, 1.358, -0.591], [4.100, 2.741, -0.718], [2.947, 3.486, -0.550], [1.762, 2.808, -0.328], [1.723, 1.486, -0.347], [0.466, 3.467, 0.146], [0.458, 4.702, 0.254], [-0.454, 2.559, 0.503], [-1.657, 3.038, 1.080], [-2.535, 3.890, 0.382], [-2.208, 4.415, -0.989], [-3.730, 4.269, 0.991], [-4.059, 3.844, 2.269], [-3.168, 3.040, 2.965], [-1.967, 2.636, 2.390], [-0.996, 1.804, 3.188], [2.904, -2.033, 3.661], [2.550, -0.733, 2.508], [3.833, -1.890, 2.154], [2.524, -4.169, 3.343], [1.466, -6.106, 2.559], [-0.187, -6.103, 0.773], [-2.736, -3.379, -0.688], [-2.296, -2.775, -2.312], [-2.523, -1.645, -0.959], [4.932, 0.733, -0.618], [5.045, 3.240, -0.897], [2.942, 4.568, -0.545], [-1.760, 3.637, -1.606], [-1.484, 5.229, -0.912], [-3.110, 4.771, -1.490], [-4.411, 4.915, 0.444], [-4.999, 4.143, 2.723], [-3.401, 2.722, 3.977], [-1.475, 1.402, 4.084], [-0.132, 2.407, 3.496], [-0.620, 0.973, 2.594], [-3.218, 0.771, -1.945], [-1.738, 0.717, -2.724], [-0.528, 0.336, -2.299], [0.408, 0.296, -3.329], [1.703, -0.217, -3.236], [2.551, -0.165, -4.336], [2.125, 0.372, -5.551], [0.818, 0.833, -5.679], [-0.027, 0.773, -4.579], [-1.700, 1.197, -4.456], [2.034, -0.687, -2.317], [3.557, -0.560, -4.244], [2.800, 0.413, -6.398], [0.457, 1.227, -6.623], [-1.396, -0.400, 0.803], [-1.392, -1.706, 1.236], [-2.374, -2.027, 2.069], [-2.632, -3.297, 2.492], [-1.754, -4.313, 2.010], [-0.715, -4.062, 1.198], [-0.415, -2.662, 0.633], [0.424, -3.138, -1.979], [-2.967, -1.169, 2.362], [-3.454, -3.503, 3.163], [-1.907, -5.342, 2.334], [0.844, -4.903, -0.021]],
  "forces_ev_per_angstrom": [[-1.9, -0.7, -0.5], [0.2, -0.1, -0.1], [0.0, 0.0, 0.0], [0.0, 0.3, 0.1], [-0.2, 0.0, -0.2], [0.0, 0.2, 0.2], [-0.1, -0.1, 0.2], [0.0, 0.2, 0.0], [-0.1, 0.1, 0.0], [0.5, -0.1, 0.6], [-0.2, 0.1, -0.1], [0.3, -0.2, 0.0], [0.2, -0.7, 0.0], [0.4, 0.0, -0.1], [0.1, -0.2, 0.0], [-0.2, 0.3, 0.0], [-0.5, 0.1, 0.0], [0.6, 0.8, 0.1], [0.0, -0.2, 0.1], [0.0, 0.0, 0.0], [0.2, 0.6, -0.2], [0.1, 0.1, 0.0], [0.0, -0.1, 0.0], [0.0, -0.1, 0.1], [0.0, 0.0, 0.0], [0.1, 0.0, 0.0], [0.0, 0.0, -0.1], [0.0, -0.1, 0.0], [0.0, 0.1, -0.1], [0.0, 0.0, 0.0], [0.0, 0.0, 0.0], [-0.1, 0.0, 0.0], [0.0, 0.1, 0.0], [0.0, 0.0, 0.0], [0.0, 0.0, 0.0], [0.0, 0.0, 0.1], [0.0, 0.0, 0.0], [0.0, -0.1, 0.0], [0.0, 0.0, 0.0], [0.0, 0.0, 0.0], [0.0, 0.0, 0.0], [0.0, -0.1, -0.1], [0.0, 0.0, 0.0], [0.0, 0.0, 0.0], [0.0, -0.1, 0.0], [0.0, 0.0, 0.0], [0.0, 0.0, 0.0], [0.0, 0.0, 0.0], [-0.1, -0.1, 0.0], [0.0, -0.1, 0.0], [0.1, 0.2, 0.1], [0.5, -0.1, -0.3], [-0.1, 0.2, 0.0], [-0.1, 0.0, 0.1], [0.1, 0.0, 0.1], [-0.1, 0.0, 0.1], [-0.2, 0.0, 0.1], [0.1, -0.1, 0.1], [0.0, 0.1, -0.1], [-0.1, 0.0, 0.1], [-0.1, 0.1, -0.2], [0.0, 0.0, 0.0], [0.0, 0.0, 0.0], [0.0, 0.0, 0.0], [-0.1, -0.5, 0.4], [0.6, 0.1, -0.3], [-0.1, 0.0, 0.1], [-0.1, -0.1, 0.0], [-0.1, 0.0, 0.0], [0.2, 0.1, -0.4], [-0.1, 0.0, 0.1], [0.1, -0.1, 0.0], [0.0, 0.0, 0.0], [0.0, 0.0, 0.0], [0.1, 0.1, 0.0], [0.0, 0.0, -0.1]],
  "mulliken_charge": [0.961, -2.198, 1.367, -0.597, -0.746, -1.174, 0.622, -1.366, -0.659, 0.739, -0.191, -0.785, 0.702, -1.053, -0.426, -0.545, 0.115, 0.793, 0.132, -0.806, 0.034, -0.068, 1.371, -1.510, -0.850, -0.785, -1.001, 1.049, -0.981, 0.645, 0.180, 0.281, 0.302, 0.286, 0.572, 0.262, 0.434, -0.001, 0.547, 0.398, 0.509, 0.073, 0.292, 0.433, 0.326, 0.373, 0.316, 0.384, 0.256, -0.191, -0.396, 0.054, 0.319, -1.065, 0.243, -1.075, -0.521, -0.411, 0.563, -0.399, 0.407, 0.447, 0.345, 0.357, -0.586, 1.070, -0.119, -1.541, -0.262, -1.154, 2.099, -0.344, 0.366, 0.360, 0.355, 0.062]
}

{
  "formula": "C2H3N4",
  "method": "ωB97M-V/def2-TZVPD",
  "gap_ev": [7.446, 7.445],
  "molar_mass_g_mol": 83.1,
  "total_charge": 1,
  "spin_multiplicity": 1,
  "fmax_ev_per_a": 3.81,
  "homo_ev": [-17.1398, -17.1396],
  "e_above_lowest_kcal_mol": 124.78,
  "symbols": ["C", "C", "N", "N", "N", "N", "H", "H", "H"],
  "coordinates": [[1.761, -0.262, -2.496], [0.276, 0.113, -0.011], [2.016, -2.448, -1.634], [1.357, -1.980, -0.702], [2.142, -1.355, -2.462], [0.693, -0.973, -0.739], [1.117, 0.754, 0.314], [-0.358, 0.647, -0.699], [-0.536, -0.130, 0.813]],
  "forces_ev_per_angstrom": [[-0.2, 2.8, -1.0], [-0.6, 1.5, 1.6], [0.9, 0.4, -1.7], [-0.5, 1.3, 1.6], [1.3, -3.6, 0.0], [-2.0, -2.3, 0.5], [-0.5, -0.5, 0.5], [-0.3, 0.5, -0.4], [1.7, -0.2, -1.1]],
  "mulliken_charge": [0.005, -0.481, -0.314, 0.269, 0.236, 0.237, 0.350, 0.347, 0.352]
}

{
  "formula": "C5H12N2",
  "method": "ωB97M-V/def2-TZVPD",
  "gap_ev": 8.932,
  "molar_mass_g_mol": 100.2,
  "spin_multiplicity": 1,
  "fmax_ev_per_a": 4.22,
  "homo_ev": -7.9088,
  "e_above_lowest_kcal_mol": 82.49,
  "smiles": "CCC/C(N)=C/N",
  "symbols": ["C", "C", "C", "C", "N", "C", "N", "H", "H", "H", "H", "H", "H", "H", "H", "H", "H", "H", "H"],
  "coordinates": [[0.521, 2.061, 0.935], [1.066, 0.633, 1.310], [1.145, -0.293, 0.019], [-0.248, -0.474, -0.461], [-0.644, 0.353, -1.577], [-0.769, -1.580, 0.031], [-1.574, -2.314, -1.024], [0.324, 2.744, 1.824], [1.252, 2.715, 0.301], [-0.420, 2.201, 0.468], [2.066, 0.898, 1.642], [0.315, 0.255, 2.042], [1.683, -1.171, 0.360], [1.767, 0.085, -0.733], [-1.135, 1.284, -1.848], [-0.695, -0.212, -2.471], [-0.448, -2.121, 0.980], [-1.695, -3.202, -0.573], [-2.511, -1.862, -1.225]],
  "forces_ev_per_angstrom": [[1.6, 2.4, 0.6], [-0.7, 2.0, -1.9], [-0.3, 1.7, 3.9], [1.5, 1.6, 0.3], [-0.9, -0.8, -3.5], [-2.1, -1.6, -2.7], [-1.0, 1.1, 2.1], [0.7, -1.1, -0.4], [-1.0, -1.5, 0.9], [-1.0, -0.8, -0.9], [0.0, -0.7, 0.9], [1.2, -0.2, -0.3], [-0.5, -0.7, -0.1], [0.7, 1.2, -1.1], [1.3, -2.4, 2.3], [0.0, 0.7, 1.5], [-0.1, 0.7, -1.8], [-0.9, -0.7, -0.3], [1.4, -0.8, 0.6]],
  "mulliken_charge": [-1.180, -0.340, -0.841, 0.378, -0.440, -0.445, -0.569, 0.350, 0.260, 0.342, 0.324, 0.241, 0.272, 0.445, 0.182, 0.240, 0.308, 0.240, 0.234]
}